Record 1
{"formula": "C8H6N3O7Pt", "method": "ωB97M-V/def2-TZVPD", "elements": ["Pt", "O", "C", "C", "C", "N", "C", "C", "C", "O", "O", "C", "O", "O", "H", "H", "H", "N", "N", "C", "O", "O", "H", "H", "H"], "xyz": [[0.34084, 1.26250, -0.46611], [-0.25886, -4.90801, 0.31874], [-0.16609, -3.55958, 0.20084], [-0.79377, -2.69227, 1.08772], [-0.65489, -1.33310, 0.90534], [0.06963, -0.83914, -0.10502], [0.66994, -1.66557, -0.95319], [0.58258, -3.03443, -0.84307], [1.45653, -0.98120, -2.04878], [2.03588, -1.67416, -2.86642], [1.42606, 0.30242, -1.99465], [-1.31389, -0.32010, 1.83739], [-1.98617, -0.75654, 2.77509], [-1.07561, 0.86700, 1.51426], [-0.80552, -5.12301, 1.08248], [-1.38954, -3.04962, 1.91897], [1.09061, -3.66249, -1.56023], [-0.46622, 3.19064, 0.68149], [0.00154, 4.31484, 0.03638], [0.80559, 4.16275, -1.09115], [1.20542, 5.17732, -1.64209], [1.04460, 2.94086, -1.43682], [-1.47177, 3.07541, 0.66234], [-0.12261, 3.06681, 1.62561], [-0.22426, 5.23867, 0.36087]], "nbo_charge": [1.02, -0.66, 0.34, -0.31, 0.14, -0.46, 0.12, -0.28, 0.74, -0.64, -0.66, 0.74, -0.71, -0.80, 0.48, 0.24, 0.25, -0.65, -0.53, 0.87, -0.70, -0.71, 0.39, 0.39, 0.38], "e_above_lowest_ev": 0.7440, "total_charge": -1, "multiplicity": 1, "gap_ev": 7.8, "energy_ev": -30445.59472}



Record 2
{"formula": "C4H7NOS2", "method": "ωB97M-V/def2-TZVPD", "elements": ["C", "C", "C", "C", "N", "O", "S", "S", "H", "H", "H", "H", "H", "H", "H"], "xyz": [[-0.43946, 1.39345, -0.50545], [-0.02930, -1.08904, 0.75349], [-1.48177, -0.64341, 0.22907], [1.01531, -0.31898, -0.00897], [-1.41359, 0.77113, 0.10486], [-0.08150, 2.44271, -1.01348], [2.31122, 0.44281, 1.11773], [1.62202, -0.90844, -1.54111], [0.03405, -0.94597, 1.77798], [0.14466, -2.23080, 0.46703], [-1.80941, -0.98743, -0.72915], [-2.30796, -1.06278, 0.90206], [-2.36059, 1.20316, -0.01177], [2.58273, 1.75864, 0.56154], [2.21357, 0.17498, -2.10383]], "nbo_charge": [0.80, -0.46, -0.21, -0.45, -0.64, -0.55, -0.08, 0.01, 0.24, 0.22, 0.20, 0.22, 0.40, 0.16, 0.15], "e_above_lowest_ev": 3.1303, "multiplicity": 1, "gap_ev": 7.9, "energy_ev": -29466.66009}



Record 3
{"formula": "C108H77N5O36", "method": "ωB97M-V/def2-TZVPD", "elements": ["C", "C", "C", "C", "C", "C", "N", "O", "O", "H", "H", "H", "H", "H", "C", "C", "C", "C", "C", "C", "N", "O", "O", "H", "H", "H", "H", "H", "C", "C", "C", "C", "C", "C", "N", "O", "O", "H", "H", "H", "H", "H", "C", "C", "C", "C", "C", "C", "N", "O", "O", "H", "H", "H", "H", "H", "C", "C", "C", "C", "C", "C", "N", "O", "O", "H", "H", "H", "H", "H", "C", "C", "C", "O", "C", "C", "C", "O", "H", "H", "H", "H", "C", "C", "C", "O", "C", "C", "C", "O", "H", "H", "H", "H", "C", "C", "C", "O", "C", "C", "C", "O", "H", "H", "H", "H", "C", "C", "C", "O", "C", "C", "C", "O", "H", "H", "H", "H", "C", "C", "C", "O", "C", "C", "C", "O", "H", "H", "H", "H", "C", "C", "C", "O", "C", "C", "C", "O", "H", "H", "H", "H", "C", "C", "C", "O", "C", "C", "C", "O", "H", "H", "H", "H", "C", "C", "C", "O", "C", "C", "C", "O", "H", "H", "H", "H", "C", "C", "C", "O", "C", "C", "C", "O", "H", "H", "H", "H", "C", "C", "C", "O", "C", "C", "C", "O", "H", "H", "H", "H", "C", "C", "C", "O", "C", "C", "C", "O", "H", "H", "H", "H", "C", "C", "C", "O", "C", "C", "C", "O", "H", "H", "H", "H", "C", "C", "C", "O", "C", "C", "C", "O", "H", "H", "H", "H"], "xyz": [[-6.06543, -2.40082, -0.42323], [-6.39197, -3.70220, -0.14879], [-6.65996, -4.02240, 1.20548], [-6.56344, -3.01957, 2.15490], [-6.31911, -1.69474, 1.84070], [-5.95574, -1.38756, 0.54232], [-6.96770, -3.30842, 3.54951], [-6.94892, -2.26077, 4.30507], [-7.29434, -4.43321, 3.85351], [-5.85833, -2.10228, -1.49708], [-6.43117, -4.40242, -0.97479], [-7.03221, -5.03653, 1.38259], [-6.50182, -0.98397, 2.65584], [-5.75419, -0.38124, 0.21442], [5.30525, 5.39688, 0.48787], [6.06172, 4.28949, 0.92144], [5.34724, 3.13100, 1.27368], [3.99259, 3.03914, 1.04061], [3.26132, 4.12022, 0.46582], [3.98918, 5.27190, 0.26538], [3.35309, 1.77392, 1.28804], [2.17928, 1.75719, 1.18477], [4.01463, 0.80389, 1.59468], [5.78834, 6.31684, 0.35249], [7.13848, 4.28860, 1.16687], [5.84865, 2.26101, 1.73355], [2.20825, 4.07443, 0.19280], [3.45309, 6.16542, -0.00661], [4.11874, 0.79545, -1.97825], [5.21109, 1.66844, -1.95839], [5.36635, 2.49937, -3.07091], [4.39118, 2.58026, -4.02020], [3.24993, 1.78753, -3.99439], [3.13681, 0.89663, -2.95862], [4.56485, 3.62335, -5.10361], [5.61797, 4.20988, -5.28754], [3.59203, 3.80180, -5.83612], [4.05772, 0.16585, -1.11715], [5.99308, 1.63109, -1.21729], [6.18734, 3.19513, -3.13545], [2.48456, 1.90184, -4.72240], [2.24086, 0.22627, -2.93815], [-2.97225, -2.86619, 7.06490], [-2.46999, -3.01018, 5.79292], [-1.18889, -2.61432, 5.46597], [-0.52764, -1.86739, 6.47559], [-0.99029, -1.61878, 7.71749], [-2.25037, -2.19254, 8.07572], [0.87395, -1.49191, 6.22626], [1.41224, -0.80767, 7.06543], [1.37628, -1.89814, 5.21321], [-3.84941, -3.45331, 7.39949], [-2.99012, -3.51664, 5.03687], [-0.77952, -2.82410, 4.49432], [-0.34352, -1.08565, 8.40980], [-2.61193, -2.10762, 9.10884], [-1.83737, -2.88596, -7.78751], [-1.85355, -2.93367, -6.37665], [-0.88457, -2.22375, -5.66277], [0.03311, -1.52642, -6.40717], [0.11799, -1.49055, -7.77018], [-0.86941, -2.13833, -8.46540], [0.96462, -0.77298, -5.63443], [0.60658, -0.37553, -4.52896], [1.96431, -0.30434, -6.17532], [-2.67425, -3.34581, -8.36864], [-2.59993, -3.52978, -5.81939], [-0.91600, -2.19983, -4.57023], [0.82862, -0.96716, -8.25026], [-0.88260, -1.94934, -9.53267], [-1.26507, 3.20503, -8.06619], [-1.20494, 3.07028, -9.35772], [0.11877, 2.94398, -10.02838], [0.06387, 2.80285, -11.23544], [1.39470, 2.80797, -9.24914], [1.37451, 2.87962, -7.92189], [0.04350, 3.17452, -7.28802], [0.02451, 3.43458, -6.12442], [-2.20805, 3.32279, -7.54447], [-2.07430, 3.19867, -10.08594], [2.17835, 2.33320, -9.86969], [2.20436, 2.62923, -7.25566], [0.19838, 7.79021, -2.00804], [1.20962, 6.96786, -1.81293], [2.09821, 6.36037, -2.92876], [2.94152, 5.58861, -2.56684], [1.75619, 6.79760, -4.24964], [0.90183, 7.79477, -4.42093], [0.06251, 8.34435, -3.34426], [-0.77647, 9.12438, -3.69092], [-0.32962, 8.22338, -1.17697], [1.42167, 6.57911, -0.78808], [2.38903, 6.53324, -5.07430], [0.67945, 8.11637, -5.45546], [1.10616, -4.92507, 7.15843], [0.43578, -5.19762, 6.03908], [1.24894, -5.18136, 4.79001], [0.61030, -5.01614, 3.77399], [2.79480, -5.18603, 4.91726], [3.36686, -5.01338, 6.12395], [2.54356, -4.60437, 7.31693], [3.00774, -4.07783, 8.29505], [0.51198, -4.74002, 8.01920], [-0.58280, -5.40654, 6.04643], [3.42539, -5.27613, 4.00069], [4.46613, -5.00245, 6.20047], [-3.70499, 0.43956, 3.64588], [-3.34438, 0.56652, 4.92993], [-3.44199, 1.80511, 5.69778], [-3.30339, 1.90268, 6.91558], [-3.88963, 2.95097, 4.90317], [-4.27515, 2.86471, 3.61611], [-4.28498, 1.58634, 2.91236], [-4.90122, 1.37982, 1.89740], [-3.70898, -0.55587, 3.27644], [-2.99306, -0.37475, 5.47031], [-3.87414, 3.90375, 5.34534], [-4.52461, 3.71594, 2.96479], [2.25335, 3.02381, 6.47921], [1.06369, 2.68826, 6.03244], [0.80967, 1.65307, 4.90446], [-0.28173, 1.49266, 4.36595], [2.06388, 1.05830, 4.39470], [3.27985, 1.40270, 4.86970], [3.46794, 2.37569, 5.98336], [4.59585, 2.52820, 6.46150], [2.51289, 3.74490, 7.18668], [0.17842, 3.10895, 6.44741], [1.98182, 0.25478, 3.64131], [4.21272, 0.92332, 4.47706], [-1.97989, 2.44368, -4.55343], [-1.31829, 2.25509, -3.41564], [-1.28068, 3.30463, -2.36122], [-0.44547, 3.18821, -1.50624], [-2.19878, 4.43603, -2.44890], [-2.70590, 4.73091, -3.67883], [-2.64406, 3.74948, -4.80756], [-3.26630, 3.90367, -5.85441], [-2.14292, 1.65073, -5.28701], [-0.72085, 1.36629, -3.13634], [-2.14394, 5.20089, -1.65968], [-3.25455, 5.62626, -3.92591], [4.25158, -2.26032, -3.62249], [5.25984, -2.51723, -2.86016], [5.29309, -3.74675, -1.99164], [6.30912, -4.15440, -1.53031], [4.01383, -4.51742, -1.94834], [3.00184, -4.32079, -2.80667], [3.01641, -3.17172, -3.67805], [2.08385, -2.93295, -4.40684], [4.17243, -1.39602, -4.27253], [6.08472, -1.81592, -2.74177], [4.03200, -5.29185, -1.18147], [2.10717, -4.96477, -2.98754], [-0.34885, -5.69103, -1.68575], [-0.40432, -6.99881, -1.57802], [-0.28942, -7.63385, -0.18846], [-0.54957, -8.77108, 0.01123], [0.10004, -6.78643, 0.91462], [0.13516, -5.45489, 0.78467], [0.00695, -4.82798, -0.53557], [0.17009, -3.63450, -0.80310], [-0.49381, -5.09170, -2.58192], [-0.61136, -7.64733, -2.44512], [0.15401, -7.25074, 1.87091], [0.21383, -4.74325, 1.61869], [-4.06632, 0.68490, -1.50905], [-5.03533, 1.56445, -1.31841], [-6.04988, 1.65905, -2.42745], [-7.05880, 2.35411, -2.24638], [-5.85975, 0.84126, -3.68096], [-4.86410, 0.02590, -3.84685], [-3.88998, -0.11406, -2.76876], [-2.92119, -0.86021, -2.81304], [-3.31583, 0.64006, -0.73864], [-5.21770, 2.09127, -0.33387], [-6.59915, 0.87982, -4.47114], [-4.90238, -0.73165, -4.63076], [-2.47343, 6.03921, 2.80228], [-1.41297, 6.62215, 3.37793], [-0.04229, 6.04648, 3.30647], [0.92454, 6.66358, 3.71749], [0.10790, 4.79884, 2.45327], [-0.95763, 4.29052, 1.81475], [-2.31046, 4.81235, 1.92274], [-3.16098, 4.41108, 1.15478], [-3.44414, 6.46388, 2.80424], [-1.52653, 7.58805, 3.90168], [1.14042, 4.43368, 2.32844], [-0.94478, 3.47038, 1.10931], [6.23863, -2.41179, 4.77283], [5.09527, -1.74641, 4.70861], [4.30159, -1.84772, 3.48465], [3.11978, -1.60005, 3.48652], [4.83312, -2.59024, 2.31305], [6.04166, -3.14613, 2.37976], [6.83266, -3.12478, 3.59705], [7.84260, -3.73527, 3.77034], [6.73027, -2.73618, 5.75781], [4.61222, -1.39995, 5.63033], [4.16914, -2.62856, 1.38098], [6.36970, -3.56250, 1.49614], [-3.12018, -3.16408, -0.22900], [-3.14249, -3.17066, 1.12895], [-3.48939, -4.46332, 1.84527], [-3.46060, -4.62281, 3.03133], [-3.60410, -5.68621, 0.99552], [-3.60322, -5.66823, -0.33434], [-3.33703, -4.32103, -1.06959], [-3.31849, -4.17611, -2.26303], [-2.89079, -2.19485, -0.71991], [-2.91897, -2.26686, 1.74542], [-3.86071, -6.55716, 1.58874], [-3.82596, -6.46578, -0.99621], [0.90886, -1.64896, 1.32158], [-0.03581, -0.83755, 1.76950], [-0.87856, -0.10468, 0.85207], [-1.93892, 0.36016, 1.22381], [-0.45918, -0.21745, -0.55224], [0.42058, -1.01183, -1.05309], [1.37828, -1.62320, -0.09282], [2.48397, -1.99642, -0.44130], [1.54416, -2.23791, 1.93003], [-0.33940, -0.76776, 2.84413], [-1.13133, 0.25466, -1.28602], [0.58179, -1.16594, -2.08104]], "lowdin_charge": [-0.09, -0.07, 0.00, -0.16, 0.00, -0.04, -0.30, 0.01, 0.10, 0.13, 0.12, 0.13, 0.12, 0.08, -0.06, -0.03, -0.02, -0.15, 0.03, -0.10, -0.37, 0.10, 0.06, 0.10, 0.12, 0.13, 0.11, 0.09, -0.07, -0.05, -0.01, -0.13, 0.00, -0.06, -0.31, 0.08, 0.03, 0.09, 0.10, 0.12, 0.09, 0.10, -0.06, -0.09, -0.01, -0.16, 0.00, -0.02, -0.33, 0.08, 0.07, 0.12, 0.07, 0.11, 0.13, 0.11, -0.06, -0.05, 0.00, -0.18, 0.00, -0.06, -0.32, 0.03, 0.07, 0.12, 0.12, 0.12, 0.09, 0.11, 0.02, -0.01, -0.38, 0.08, 0.02, 0.03, -0.35, 0.10, 0.09, 0.15, 0.13, 0.10, 0.00, 0.04, -0.37, 0.12, 0.01, 0.03, -0.42, 0.12, 0.12, 0.12, 0.12, 0.14, 0.02, 0.02, -0.34, 0.07, 0.04, 0.02, -0.39, 0.13, 0.11, 0.11, 0.13, 0.12, 0.02, 0.02, -0.38, 0.10, 0.04, 0.03, -0.38, 0.10, 0.10, 0.13, 0.11, 0.12, 0.01, 0.05, -0.33, 0.09, -0.01, 0.03, -0.37, 0.09, 0.11, 0.11, 0.09, 0.12, -0.01, 0.02, -0.41, 0.10, 0.04, 0.06, -0.36, 0.07, 0.13, 0.11, 0.12, 0.12, 0.02, 0.00, -0.39, 0.12, 0.04, 0.01, -0.36, 0.11, 0.12, 0.13, 0.12, 0.13, -0.03, 0.04, -0.41, 0.14, 0.03, 0.04, -0.34, 0.09, 0.13, 0.13, 0.12, 0.10, -0.01, 0.02, -0.32, 0.08, 0.02, -0.01, -0.38, 0.07, 0.09, 0.13, 0.13, 0.13, 0.03, 0.02, -0.37, 0.10, 0.05, 0.02, -0.39, 0.09, 0.11, 0.13, 0.11, 0.11, 0.02, 0.01, -0.39, 0.05, 0.05, 0.02, -0.41, 0.13, 0.15, 0.13, 0.14, 0.09, -0.01, 0.05, -0.39, 0.10, 0.01, 0.04, -0.41, 0.11, 0.12, 0.12, 0.13, 0.11, 0.04, 0.01, -0.37, 0.09, 0.01, 0.01, -0.38, 0.08, 0.09, 0.13, 0.10, 0.10], "multiplicity": 1, "gap_ev": 7.9, "energy_ev": -194373.02284}